Record 1
{
  "formula": "C37H47CuO7SSi2",
  "method": "ωB97M-V/def2-TZVPD",
  "species": ["Cu", "C", "C", "C", "C", "O", "Si", "S", "O", "C", "C", "C", "C", "O", "C", "C", "C", "C", "H", "H", "H", "H", "H", "H", "H", "H", "H", "H", "H", "H", "H", "H", "H", "H", "H", "H", "H", "H", "H", "H", "H", "H", "H", "H", "H", "O", "Si", "C", "C", "C", "C", "C", "C", "C", "C", "C", "C", "C", "C", "C", "C", "C", "C", "C", "C", "H", "H", "H", "H", "H", "H", "H", "H", "H", "H", "H", "H", "H", "H", "H", "O", "C", "C", "C", "C", "C", "C", "C", "O", "O", "H", "H", "H", "H", "H"],
  "xyz": [[0.279781, -1.041495, 0.741502], [4.759877, -0.591463, 0.513514], [3.369527, -1.212949, 0.652473], [3.004757, -1.904104, -0.658301], [3.370270, -2.183718, 1.825976], [2.355467, -0.216066, 0.933148], [2.418104, 1.439459, 0.624250], [0.697565, 2.356544, 1.130533], [2.914983, 1.406650, -0.971507], [3.370546, 2.437241, -1.825915], [4.871109, 2.635088, -1.597607], [3.122785, 1.937849, -3.247304], [2.631160, 3.753074, -1.596780], [3.809005, 2.039873, 1.357370], [3.995295, 2.515523, 2.681257], [5.504870, 2.501731, 2.920108], [3.470102, 3.945871, 2.792238], [3.300416, 1.608604, 3.695206], [5.463706, -1.390201, 0.267569], [5.077875, -0.117326, 1.441508], [4.782467, 0.158010, -0.278223], [3.770916, -2.640798, -0.917189], [2.943971, -1.156787, -1.451540], [2.055499, -2.431375, -0.566562], [4.133459, -2.951664, 1.672219], [2.405553, -2.679008, 1.914827], [3.598647, -1.643135, 2.748080], [5.402141, 1.701103, -1.796670], [5.049727, 2.917706, -0.559704], [5.265510, 3.410580, -2.260930], [3.647375, 0.992170, -3.400014], [3.475848, 2.663409, -3.985679], [2.058251, 1.758464, -3.399120], [2.798734, 4.122864, -0.583683], [1.556141, 3.614646, -1.712287], [2.985997, 4.501174, -2.312479], [6.004169, 3.102497, 2.156857], [5.889074, 1.481898, 2.860150], [5.745459, 2.909860, 3.905526], [3.986501, 4.583301, 2.069081], [3.643734, 4.343119, 3.797084], [2.402725, 3.957668, 2.570331], [3.663650, 0.583199, 3.593691], [2.222848, 1.611519, 3.524014], [3.505586, 1.954407, 4.712484], [-1.468931, -0.314055, 0.350446], [-2.641685, -0.218850, -0.682092], [-2.240010, 0.802361, -2.228769], [-2.801126, 0.570871, -3.485889], [-2.535824, 1.408839, -4.563550], [-1.705818, 2.508493, -4.394351], [-1.134949, 2.753876, -3.151393], [-1.386685, 1.902944, -2.082608], [-3.218176, -1.907622, -1.348512], [-4.544682, -2.278160, -1.582618], [-4.871860, -3.528360, -2.092783], [-3.867204, -4.443189, -2.386011], [-2.541384, -4.102169, -2.147549], [-2.226359, -2.852919, -1.627326], [-4.144350, 0.657526, 0.081538], [-5.306174, 1.004912, -0.610166], [-6.362425, 1.651797, 0.020165], [-6.266246, 1.984643, 1.364865], [-5.105444, 1.679619, 2.064257], [-4.058658, 1.026418, 1.426236], [-3.449142, -0.289220, -3.631167], [-2.976233, 1.204371, -5.533784], [-1.499564, 3.168999, -5.229702], [-0.488409, 3.613876, -3.013158], [-0.920718, 2.091415, -1.117683], [-5.343149, -1.585279, -1.341178], [-5.910757, -3.793004, -2.258715], [-4.117680, -5.418863, -2.789488], [-1.750389, -4.817936, -2.339289], [-1.191674, -2.617727, -1.398896], [-5.385413, 0.782441, -1.670713], [-7.256130, 1.905840, -0.539737], [-7.085913, 2.493060, 1.860555], [-5.013468, 1.959648, 3.107890], [-3.139029, 0.802579, 1.955148], [-2.268720, -5.523851, 0.452296], [-2.606404, -4.463844, 1.266502], [-3.940465, -4.166467, 1.514180], [-4.275618, -3.092716, 2.326328], [-3.273368, -2.320126, 2.892099], [-1.944487, -2.613506, 2.619451], [-1.591058, -3.690461, 1.817405], [-0.129995, -3.986400, 1.527935], [0.346206, -5.028332, 1.983084], [0.484007, -3.105445, 0.845183], [-2.911193, -5.539104, -0.266277], [-4.712222, -4.773323, 1.051603], [-5.318055, -2.851696, 2.500147], [-3.525300, -1.466929, 3.507877], [-1.158834, -1.969986, 2.998705]],
  "forces_ev_per_a": [[-0.11, 0.09, -0.05], [0.08, -0.03, 0.00], [0.17, 0.14, -0.10], [-0.02, -0.03, -0.01], [-0.01, -0.01, -0.04], [-0.03, -0.22, 0.08], [-0.07, 0.09, -0.08], [0.09, 0.00, 0.00], [-0.17, 0.10, 0.01], [0.07, 0.00, -0.02], [0.01, 0.04, -0.01], [0.00, -0.01, 0.00], [0.00, -0.01, 0.03], [-0.05, 0.04, 0.02], [0.00, 0.00, 0.01], [0.00, -0.01, 0.00], [-0.01, -0.01, 0.00], [0.02, 0.00, 0.00], [0.03, -0.02, 0.01], [-0.01, -0.03, -0.01], [0.02, -0.13, 0.10], [0.02, 0.01, 0.00], [0.01, -0.01, 0.00], [0.00, 0.03, 0.02], [0.00, 0.00, 0.01], [-0.03, -0.01, 0.00], [0.00, -0.01, -0.01], [0.01, 0.03, -0.01], [0.01, -0.01, -0.03], [0.00, 0.00, -0.01], [0.02, 0.01, 0.00], [-0.01, -0.01, 0.00], [-0.05, 0.04, 0.01], [0.01, -0.01, 0.00], [0.01, -0.02, 0.00], [-0.02, 0.01, 0.00], [0.00, 0.00, 0.00], [0.01, 0.00, 0.00], [0.00, 0.00, 0.00], [0.00, 0.00, 0.00], [0.00, 0.00, 0.00], [0.01, 0.01, -0.01], [-0.01, 0.02, 0.00], [0.00, 0.00, 0.01], [-0.02, -0.01, 0.01], [-0.05, 0.00, 0.01], [0.03, -0.08, -0.04], [-0.01, 0.02, 0.00], [0.03, -0.02, 0.01], [-0.01, 0.01, 0.00], [-0.01, -0.01, -0.02], [0.04, 0.01, 0.01], [-0.06, 0.04, 0.00], [-0.05, 0.01, 0.01], [0.03, 0.01, 0.00], [0.00, -0.01, 0.00], [-0.03, 0.00, 0.00], [0.04, 0.05, -0.08], [-0.01, 0.00, 0.02], [0.03, 0.03, 0.04], [-0.01, -0.01, -0.02], [0.01, 0.00, -0.02], [0.01, 0.00, 0.01], [-0.01, 0.02, 0.00], [-0.01, -0.04, 0.00], [0.01, 0.01, 0.00], [0.00, 0.00, 0.00], [0.00, 0.00, 0.00], [0.02, -0.03, -0.01], [0.02, -0.03, -0.03], [-0.01, 0.00, 0.00], [0.00, 0.00, 0.00], [0.00, 0.00, -0.01], [0.01, 0.02, -0.01], [0.01, -0.01, 0.00], [0.00, -0.01, 0.00], [0.00, 0.00, 0.00], [0.00, 0.00, 0.00], [0.00, -0.01, 0.00], [0.00, -0.03, 0.02], [-0.03, -0.01, 0.11], [-0.02, -0.09, -0.01], [-0.01, 0.01, 0.00], [0.00, -0.02, -0.01], [0.01, 0.04, -0.03], [-0.04, 0.01, -0.01], [-0.01, 0.03, 0.02], [0.07, -0.02, 0.05], [-0.01, -0.01, -0.03], [0.07, 0.03, 0.04], [0.00, -0.01, 0.01], [0.00, 0.00, -0.01], [0.01, 0.00, 0.00], [0.00, 0.04, 0.00], [-0.01, -0.02, 0.03]],
  "total_charge": -2
}

Record 2
{
  "formula": "C37H47N3O",
  "method": "ωB97M-V/def2-TZVPD",
  "species": ["C", "C", "C", "C", "C", "C", "C", "O", "C", "C", "H", "H", "H", "H", "H", "H", "H", "H", "C", "C", "C", "C", "C", "C", "C", "C", "C", "C", "C", "C", "N", "N", "N", "C", "C", "C", "C", "C", "C", "C", "C", "C", "C", "C", "C", "C", "C", "C", "C", "H", "H", "H", "H", "H", "H", "H", "H", "H", "H", "H", "H", "H", "H", "H", "H", "H", "H", "H", "H", "H", "H", "H", "H", "H", "H", "H", "H", "H", "H", "H", "H", "H", "H", "H", "H", "H", "H", "H"],
  "xyz": [[5.418662, 2.434248, -8.150413], [4.153514, 2.837035, -7.703486], [3.785618, 2.656582, -6.364892], [4.638395, 2.037165, -5.438445], [4.202495, 1.629538, -4.029178], [2.889683, 2.067621, -3.491844], [2.356278, 1.662905, -2.296221], [4.955865, 0.917562, -3.359257], [5.943149, 1.714471, -5.882714], [6.316327, 1.873418, -7.223935], [5.713054, 2.565210, -9.198052], [3.450929, 3.280669, -8.409883], [2.799932, 2.975207, -6.040881], [2.333728, 2.808006, -4.080522], [1.446715, 2.197626, -1.998047], [2.967248, 1.129716, -1.561548], [6.667700, 1.292569, -5.181608], [7.308462, 1.549826, -7.563930], [-2.200294, -3.083651, -2.281887], [-2.679953, -2.442175, -0.979632], [-3.813568, -3.258173, -0.347450], [-3.078424, -0.978382, -1.196383], [-4.204103, -0.705464, -1.970893], [-4.655078, 0.598974, -2.146409], [-4.011267, 1.653043, -1.503260], [-2.891029, 1.409998, -0.707069], [-2.211850, 2.533459, 0.065913], [-3.188631, 3.589481, 0.588144], [-1.120064, 3.180041, -0.772627], [-2.381853, 0.103094, -0.633002], [-1.235438, -0.150948, 0.209885], [-1.473305, -0.537807, 1.481634], [-0.262307, -0.819085, 2.002519], [-0.111870, -1.144291, 3.417127], [-0.147869, -2.485236, 3.832283], [-0.431658, -3.617055, 2.851613], [-1.690814, -4.391238, 3.249925], [0.766625, -4.553195, 2.696994], [0.085463, -2.792454, 5.175236], [0.330688, -1.781355, 6.099587], [0.318512, -0.451429, 5.689985], [0.092586, -0.116848, 4.352282], [0.080904, 1.358919, 3.959813], [1.453037, 2.011792, 4.131119], [-0.993941, 2.128557, 4.732614], [0.733201, -0.614835, 1.079293], [2.113618, -0.857278, 1.464880], [0.147737, -0.161109, -0.086593], [0.733302, 0.174721, -1.320745], [-1.362058, -2.514299, -2.698632], [-1.858782, -4.109411, -2.103370], [-3.004947, -3.109104, -3.028401], [-1.843188, -2.429468, -0.270927], [-4.107681, -2.819805, 0.613476], [-4.697944, -3.279646, -0.997583], [-3.491939, -4.291218, -0.163569], [-4.731728, -1.541553, -2.428251], [-5.527188, 0.784635, -2.769571], [-4.386094, 2.670523, -1.613316], [-1.737836, 2.063069, 0.941077], [-4.007375, 3.118062, 1.141614], [-2.664865, 4.274682, 1.265682], [-3.610748, 4.177966, -0.235422], [-0.387496, 2.431332, -1.093056], [-1.555116, 3.641457, -1.670333], [-0.597847, 3.950362, -0.192597], [-0.622126, -3.138004, 1.883052], [-2.545206, -3.707230, 3.314258], [-1.918542, -5.161503, 2.503488], [-1.564707, -4.871450, 4.229193], [1.657572, -3.997063, 2.381324], [0.993781, -5.059239, 3.644850], [0.555542, -5.315705, 1.937852], [0.067130, -3.836267, 5.493728], [0.509509, -2.028330, 7.144612], [0.480151, 0.348327, 6.414181], [-0.184456, 1.392459, 2.895679], [2.220702, 1.477808, 3.558682], [1.425052, 3.047129, 3.770090], [1.756782, 2.019940, 5.186693], [-1.975759, 1.673840, 4.557446], [-0.797359, 2.110273, 5.812348], [-1.030740, 3.171350, 4.395925], [2.746176, -0.695316, 0.587194], [2.449254, -0.169492, 2.255100], [2.273406, -1.884249, 1.830190], [1.558060, -0.503274, -1.597521], [0.098501, 0.678964, -2.055222]],
  "forces_ev_per_a": [[-0.08, -0.09, 0.54], [0.41, -0.07, 0.03], [-0.01, -0.26, 0.05], [0.44, 0.14, -0.38], [0.87, -0.67, 0.55], [-0.72, -0.26, 0.49], [1.96, 2.74, -1.20], [-0.75, 0.73, -0.75], [-0.17, -0.25, -0.16], [-0.29, 0.23, 0.04], [-0.17, -0.09, 0.45], [0.16, -0.07, 0.26], [0.07, -0.10, -0.17], [0.10, -0.50, 0.20], [0.87, -0.42, 0.07], [-0.46, 0.21, -0.54], [-0.42, 0.05, -0.14], [-0.42, 0.21, 0.26], [0.15, 0.11, -0.12], [0.27, 0.34, 0.14], [-0.06, 0.19, 0.14], [0.17, -0.32, -0.01], [0.01, 0.23, 0.01], [0.09, -0.11, 0.02], [0.06, -0.21, -0.02], [0.27, 0.16, -0.05], [-0.06, -0.22, 0.25], [-0.04, -0.13, 0.00], [0.24, 0.06, -0.23], [-0.40, -0.12, 0.40], [0.97, -0.40, 0.90], [0.51, -0.09, 1.39], [-1.32, 0.79, -1.87], [-0.05, -0.18, 0.34], [0.04, -0.26, -0.33], [-0.03, 0.32, -0.17], [-0.12, 0.16, 0.04], [0.14, 0.02, 0.00], [-0.01, 0.30, -0.03], [-0.09, 0.02, -0.10], [-0.05, -0.25, -0.16], [0.12, 0.42, -0.14], [-0.10, -0.25, -0.31], [0.15, -0.02, -0.01], [-0.15, -0.14, -0.05], [-1.05, -0.74, 2.41], [1.30, -0.07, -0.10], [-0.79, 0.45, -2.66], [-1.31, -1.78, 1.21], [-0.13, -0.09, 0.01], [-0.10, 0.12, -0.03], [0.15, -0.03, 0.13], [-0.07, -0.13, -0.13], [-0.01, -0.08, -0.15], [0.18, -0.06, 0.14], [-0.04, 0.19, -0.10], [0.04, 0.25, 0.05], [0.14, 0.02, 0.12], [0.06, -0.29, 0.07], [-0.11, 0.16, -0.17], [0.05, 0.13, -0.08], [-0.10, -0.09, -0.17], [0.04, -0.04, 0.19], [-0.11, 0.22, 0.10], [0.11, -0.03, 0.18], [-0.07, -0.08, -0.14], [0.00, -0.24, 0.07], [0.09, -0.17, 0.01], [0.05, 0.10, 0.17], [-0.04, 0.03, -0.23], [-0.12, -0.16, 0.09], [-0.02, 0.07, -0.21], [0.04, 0.10, 0.16], [0.01, 0.31, -0.08], [-0.02, 0.05, -0.21], [-0.02, -0.25, -0.19], [0.05, 0.14, 0.14], [-0.11, 0.13, 0.16], [0.01, -0.17, 0.11], [-0.04, 0.02, -0.21], [0.11, 0.12, 0.08], [-0.04, 0.08, -0.22], [0.03, -0.17, 0.11], [0.06, -0.08, 0.20], [-0.04, -0.19, -0.20], [-0.02, 0.31, -0.16], [-0.51, 0.76, -0.11], [0.24, -0.83, 0.08]],
  "total_charge": 0
}

Across the entries above, E_HOMO takes the values -1.8 -6.0 eV, respectively.
Across the entries above, lowest unoccupied orbital energy takes the values 4.40 0.27 eV, respectively.